DFT (ωB97M-V/def2-TZVPD) results for an isolated molecule of C20H15Cl3N2OS.

```
42
Properties=species:S:1:pos:R:3:mulliken_charge:R:1
Cl -3.34856 -4.14814 0.57094 -0.22
C -2.45581 -2.70214 0.27947 0.15
C -2.74769 -1.55190 0.99576 -1.04
C -2.02272 -0.40196 0.74459 0.11
C -1.00941 -0.37580 -0.20726 -0.02
C -0.27073 0.91308 -0.48187 -0.13
C -1.05294 1.76190 -1.51002 -1.53
N -2.38476 2.03802 -1.06613 0.26
C -3.51465 1.32771 -1.36971 -0.21
C -4.52285 1.89712 -0.64874 -0.61
N -4.03705 2.92583 0.09469 -0.69
C -2.76319 2.98181 -0.17124 -0.01
O -0.11386 1.70974 0.67198 -0.34
C 0.78289 1.17582 1.63273 -0.92
C 2.17627 1.01450 1.09325 0.56
C 2.98966 2.06213 0.82140 -0.55
S 4.51230 1.62167 0.13912 -0.23
C 4.06500 -0.05500 0.19597 -0.26
C 4.82908 -1.13632 -0.22437 0.69
Cl 6.40368 -0.87068 -0.87798 -0.24
C 4.31128 -2.41063 -0.11009 -0.53
C 3.03722 -2.60006 0.42347 -0.82
C 2.27238 -1.53824 0.84608 -0.37
C 2.77542 -0.23963 0.73502 0.13
C -0.73813 -1.54530 -0.91115 0.77
Cl 0.50842 -1.58041 -2.11310 -0.18
C -1.44985 -2.70968 -0.67415 -0.75
H -3.53533 -1.55252 1.73088 0.45
H -2.23673 0.50066 1.29631 0.49
H 0.71409 0.68523 -0.91600 0.71
H -1.08949 1.22415 -2.46110 0.35
H -0.51724 2.70624 -1.64412 0.49
H -3.50262 0.50772 -2.05867 0.44
H -5.56175 1.63802 -0.61804 0.44
H -2.07274 3.68069 0.25573 0.45
H 0.41220 0.21347 2.00688 0.33
H 0.77033 1.90301 2.44768 0.50
H 2.77848 3.10101 0.98404 0.52
H 4.89629 -3.25548 -0.43579 0.44
H 2.65065 -3.60504 0.50451 0.41
H 1.28769 -1.70380 1.25649 0.45
H -1.22526 -3.60675 -1.22748 0.49
```

The value obtained for the frontier orbital gap is 8.99 eV. For the LUMO energy, the calculation gives 0.3941 eV. Its net charge is 0. As for the spin multiplicity: 1. The value obtained for the HOMO energy is -8.591 eV. For the largest force on an atom, the calculation gives 0.81 eV/Å.

---

DFT (ωB97M-V/def2-TZVPD) results for an isolated molecule of C20H15N3O4.

```
42
Properties=species:S:1:pos:R:3:mulliken_charge:R:1
C -4.50616 2.13810 -2.35786 -0.98
O -3.38277 2.73692 -2.95841 -0.41
C -2.13416 2.27836 -2.62183 0.85
C -1.89423 1.44061 -1.54567 -0.24
C -0.60680 1.02547 -1.18986 0.27
C -0.45489 0.15246 -0.04681 -0.05
C 0.70714 -0.28515 0.46599 -0.37
C 0.86480 -1.16409 1.60197 0.37
C -0.21896 -1.74628 2.31518 -0.73
C 0.03923 -2.53696 3.39450 -0.88
C 1.37687 -2.79231 3.77708 1.33
C 1.72618 -3.58587 4.88194 -0.86
C 3.04257 -3.78560 5.21162 -0.63
C 4.05419 -3.21398 4.43517 -0.53
C 3.74501 -2.45429 3.33157 0.00
N 4.82707 -1.92578 2.54168 0.91
O 5.85881 -1.67563 3.13589 -0.59
O 4.66549 -1.78630 1.35302 -0.51
C 2.39437 -2.19915 2.97324 0.17
N 2.11607 -1.39972 1.94351 -0.40
C 0.46523 1.47812 -1.96075 -1.01
C 0.23941 2.29238 -3.04649 -0.72
C -1.04333 2.69927 -3.40445 0.49
O -1.09314 3.50958 -4.50392 -0.50
C -2.30345 3.72830 -5.20042 -0.32
C -2.97147 2.49891 -5.58352 0.36
N -3.47402 1.51466 -5.87322 -0.46
H -4.49948 1.05347 -2.49553 0.40
H -5.36872 2.55915 -2.87204 0.26
H -4.56820 2.37909 -1.29188 0.34
H -2.72414 1.10217 -0.94511 0.42
H -1.38786 -0.14879 0.41318 0.14
H 1.65246 0.01179 0.03721 0.46
H -1.23431 -1.55330 2.00863 0.37
H -0.76311 -2.97547 3.97198 0.40
H 0.93785 -4.03669 5.46787 0.41
H 3.30775 -4.39088 6.06436 0.39
H 5.09329 -3.37478 4.68186 0.46
H 1.47329 1.18246 -1.72360 0.36
H 1.05647 2.63629 -3.66067 0.44
H -2.01083 4.27082 -6.10756 0.38
H -3.00353 4.34265 -4.61784 0.24
```

The value obtained for the frontier orbital gap is 7.22 eV. For the LUMO energy, the calculation gives -0.7941 eV. Its net charge is 0. As for the spin multiplicity: 1. The value obtained for the HOMO energy is -8.015 eV. For the largest force on an atom, the calculation gives 1.26 eV/Å.

---

DFT (ωB97M-V/def2-TZVPD) results for a 2-piece molecular cluster, C20H16BrF3NO6S4 overall.

```
51
Properties=species:S:1:pos:R:3:mulliken_charge:R:1
F 1.08298 5.19936 -1.64159 -0.22
C 1.51420 4.02816 -1.06866 0.73
F 2.42622 3.46705 -1.92368 -0.22
F 2.16797 4.34337 0.08039 -0.22
S 0.05462 3.00603 -0.85262 -0.12
N -0.78204 -0.02751 0.25923 0.21
S -1.13133 -0.73416 -1.32652 1.63
C 0.39423 -0.88808 -2.25810 -0.07
C 0.73730 -2.16481 -2.72373 -0.53
C 1.90105 -2.31894 -3.49444 -0.53
C 2.70586 -1.20800 -3.78818 -0.44
C 2.34768 0.06161 -3.31853 -0.77
C 1.13759 0.22621 -2.63494 0.02
O -1.47034 -2.10730 -1.07663 -0.70
O -1.99210 0.19630 -2.02095 -0.61
S -2.29370 0.13760 1.18570 1.23
C -2.75532 1.76324 0.59394 0.28
C -2.21981 2.89096 1.20092 -0.38
C -2.34867 4.12080 0.56731 -0.62
C -3.16552 4.24150 -0.56047 -0.34
C -3.80680 3.11475 -1.07984 -0.58
C -3.60803 1.86329 -0.50446 -0.48
O -3.21706 -0.79897 0.60584 -0.63
O -1.93741 0.08801 2.57146 -0.59
H 0.09304 -3.00376 -2.48337 0.47
H 2.17919 -3.32809 -3.81135 0.35
H 3.61655 -1.33403 -4.39275 0.34
H 2.99812 0.92765 -3.47495 0.42
H 0.81497 1.22503 -2.32227 0.50
H -1.68115 2.80196 2.14362 0.62
H -1.78751 4.98316 0.93497 0.37
H -3.30720 5.21699 -1.02799 0.36
H -4.47047 3.19093 -1.94492 0.37
H -4.11011 0.96785 -0.87293 0.45
Br 0.63491 1.75792 1.95390 0.05
C 0.10444 1.18118 0.13564 -1.43
S 2.63950 -1.05161 1.83391 0.42
C 1.68155 -2.46638 2.52308 0.41
C 1.13712 -2.36091 3.79404 -0.52
C 0.38745 -3.42513 4.30906 -0.47
C 0.19764 -4.57757 3.53251 -0.40
C 0.76169 -4.66879 2.25899 -0.48
C 1.50718 -3.59829 1.74062 -0.40
O 2.42512 -1.15036 0.39637 -0.50
O 4.01196 -1.12776 2.32837 -0.69
H 0.99880 0.74443 -0.33802 0.99
H 1.29669 -1.45020 4.37357 0.32
H -0.04412 -3.33643 5.30660 0.33
H -0.39920 -5.40565 3.91874 0.35
H 0.62719 -5.56529 1.64759 0.32
H 1.94507 -3.64735 0.74554 0.38
```

The value obtained for the frontier orbital gap is 4.52 eV. For the LUMO energy, the calculation gives 1.4467 eV. Its net charge is -1. As for the spin multiplicity: 1. The value obtained for the HOMO energy is -3.070 eV. For the largest force on an atom, the calculation gives 4.80 eV/Å.